No. 1
This record from OMol25 describes C5H23N2O6 as an isolated structure at a distorted geometry. The level of theory is the ωB97M-V functional and the def2-TZVPD basis.

Last column: Löwdin charge in e.
Positions of all 36 atoms, in Å:
C  -1.103  1.997  1.324  -0.233
N  -0.731  1.101  0.221  -0.069
C  -0.802  1.745  -1.106  -0.225
C  0.178  1.095  -2.101  -0.172
C  1.649  1.439  -1.818  -0.336
O  2.151  0.878  -0.634  -0.250
C  -0.057  1.975  2.463  -0.285
N  1.233  2.537  2.106  0.003
H  -2.038  1.621  1.758  0.098
H  -1.219  3.046  1.045  0.100
H  0.236  0.805  0.288  0.073
H  -0.634  2.819  -1.059  0.096
H  -1.831  1.604  -1.477  0.108
H  -0.101  1.399  -3.113  0.101
H  0.076  0.008  -2.061  0.108
H  2.273  1.080  -2.656  0.102
H  1.796  2.529  -1.757  0.097
H  -0.491  2.530  3.302  0.098
H  0.089  0.955  2.827  0.100
H  1.139  3.483  1.794  0.049
H  1.690  1.985  1.377  0.045
H  -2.344  -1.875  -0.907  -0.009
H  -2.454  -3.243  -1.595  0.037
O  -2.249  -2.313  -1.791  -0.107
H  -0.065  -2.788  1.086  0.002
H  -0.165  -1.567  2.005  0.025
O  -0.476  -2.478  1.959  -0.110
H  -1.959  -1.910  1.226  0.012
H  -2.021  -0.497  0.764  0.005
O  -2.568  -1.301  0.736  -0.103
H  2.295  -0.294  -0.729  -0.024
H  3.168  -1.714  -0.225  0.023
O  2.432  -1.502  -0.839  -0.242
H  1.319  -2.455  -0.567  0.000
H  -0.174  -2.827  -1.023  0.031
O  0.512  -3.100  -0.362  -0.149

Calculated values
molar mass	207.25	g mol⁻¹
E_HOMO	-5.2	eV
charge	-1
ΔE to the lowest compared entry with this formula, charge and spin	0.0	kcal/mol
HOMO-LUMO gap	8.63	eV

***

No. 2
This record from OMol25 describes C53H48NO2P2PtS5 as an isolated structure at a distorted geometry. The level of theory is the ωB97M-V functional and the def2-TZVPD basis.

Last column: Löwdin charge in e.
Positions of all 112 atoms, in Å:
Pt  -0.494  1.318  -0.112  0.752
C  -1.672  -4.304  4.986  -0.415
S  -1.048  -5.294  3.618  0.814
C  -1.129  -4.064  2.300  -0.524
C  -0.058  -2.990  2.391  -0.232
C  -0.090  -2.013  1.230  -0.262
N  -1.308  -1.116  1.279  -0.357
P  -0.818  0.425  1.897  0.807
C  -2.256  1.072  2.768  -0.378
C  -3.252  0.207  3.214  -0.092
C  -4.358  0.713  3.881  -0.060
C  -4.469  2.077  4.105  -0.062
C  -3.470  2.940  3.671  -0.061
C  -2.366  2.440  3.002  -0.094
C  0.400  0.213  3.208  -0.325
C  0.008  -0.095  4.512  -0.078
C  0.965  -0.287  5.495  -0.061
C  2.313  -0.163  5.184  -0.059
C  2.705  0.168  3.895  -0.063
C  1.753  0.363  2.905  -0.090
P  -1.738  -0.561  -0.343  0.921
C  -1.715  -2.103  -1.257  -0.363
C  -0.861  -2.279  -2.343  -0.079
C  -0.814  -3.502  -2.997  -0.063
C  -1.612  -4.547  -2.558  -0.054
C  -2.456  -4.376  -1.468  -0.054
C  -2.510  -3.158  -0.811  -0.112
C  -3.462  0.018  -0.487  -0.302
C  -4.412  -0.712  -1.209  -0.074
C  -5.693  -0.219  -1.408  -0.063
C  -6.050  1.018  -0.900  -0.060
C  -5.103  1.780  -0.230  -0.055
C  -3.819  1.298  -0.052  -0.104
H  -1.725  -4.953  5.859  0.033
H  -2.674  -3.933  4.771  0.036
H  -1.014  -3.469  5.225  0.021
H  -2.125  -3.615  2.309  0.067
H  -1.032  -4.621  1.365  0.068
H  0.930  -3.459  2.408  0.107
H  -0.161  -2.441  3.330  0.086
H  -0.082  -2.564  0.291  0.097
H  0.822  -1.412  1.217  0.071
H  -3.166  -0.855  3.016  0.101
H  -5.137  0.042  4.217  0.111
H  -5.335  2.470  4.621  0.111
H  -3.559  4.004  3.847  0.112
H  -1.599  3.120  2.648  0.095
H  -1.042  -0.183  4.761  0.108
H  0.658  -0.525  6.505  0.112
H  3.058  -0.313  5.954  0.112
H  3.756  0.282  3.663  0.109
H  2.048  0.634  1.897  0.066
H  -0.227  -1.464  -2.666  0.084
H  -0.151  -3.638  -3.843  0.112
H  -1.575  -5.503  -3.064  0.113
H  -3.071  -5.198  -1.126  0.117
H  -3.160  -3.030  0.045  0.118
H  -4.165  -1.670  -1.640  0.090
H  -6.406  -0.805  -1.972  0.111
H  -7.051  1.400  -1.051  0.112
H  -5.350  2.771  0.129  0.113
H  -3.084  1.948  0.392  0.068
O  -0.987  2.254  -1.855  -0.390
C  -0.052  3.070  -2.513  -0.611
C  0.974  3.454  -1.469  -0.452
C  2.296  3.692  -1.481  -0.101
C  2.835  3.956  -0.168  -0.142
C  1.917  3.883  0.811  -0.348
S  0.325  3.601  0.169  0.996
C  0.543  2.336  -3.707  -0.447
C  0.154  1.102  -4.123  -0.130
C  0.792  0.687  -5.323  -0.178
C  1.651  1.629  -5.802  -0.406
S  1.669  3.023  -4.811  1.054
C  -0.784  4.304  -3.022  -0.480
C  -2.095  4.378  -3.376  -0.100
C  -2.463  5.678  -3.821  -0.173
C  -1.426  6.557  -3.784  -0.405
S  0.002  5.820  -3.200  1.046
H  2.894  3.664  -2.379  0.100
H  3.874  4.190  0.015  0.116
H  2.047  4.073  1.865  0.079
H  -0.614  0.555  -3.602  0.093
H  0.603  -0.251  -5.827  0.101
H  2.247  1.591  -6.700  0.068
H  -2.762  3.531  -3.319  0.118
H  -3.456  5.948  -4.150  0.103
H  -1.424  7.598  -4.064  0.067
O  2.174  0.629  -0.203  -0.590
S  2.587  -0.256  -1.348  1.006
C  4.232  0.261  -1.784  -0.374
C  4.708  -0.042  -3.048  -0.072
C  5.993  0.355  -3.393  -0.064
C  6.773  1.048  -2.479  -0.067
C  6.275  1.357  -1.218  -0.063
C  4.994  0.964  -0.862  -0.075
C  2.930  -1.836  -0.604  -0.379
C  3.469  -1.920  0.675  -0.071
C  3.631  -3.166  1.254  -0.063
C  3.261  -4.314  0.559  -0.067
C  2.730  -4.221  -0.717  -0.061
C  2.558  -2.972  -1.304  -0.087
H  4.077  -0.561  -3.759  0.112
H  6.383  0.132  -4.377  0.111
H  7.773  1.358  -2.752  0.110
H  6.887  1.905  -0.514  0.110
H  4.568  1.215  0.101  0.105
H  3.737  -1.017  1.208  0.102
H  4.044  -3.249  2.251  0.114
H  3.389  -5.284  1.021  0.113
H  2.442  -5.115  -1.253  0.111
H  2.132  -2.882  -2.296  0.100

Calculated values
molar mass	1148.33	g mol⁻¹
E_HOMO	-10.1	eV
charge	+1
ΔE to the lowest compared entry with this formula, charge and spin	0.0	kcal/mol
HOMO-LUMO gap	7.29	eV

***

No. 3
This record from OMol25 describes C5H12N2O in the gas phase at a distorted geometry. The level of theory is the ωB97M-V functional and the def2-TZVPD basis.

Last column: Löwdin charge in e.
Positions of all 20 atoms, in Å:
C  -0.640  -2.739  0.228  -0.098
C  0.628  -2.038  0.738  -0.268
N  0.937  -0.883  -0.135  -0.147
C  0.637  0.489  0.231  -0.298
C  -0.126  0.993  -0.983  -0.171
N  -0.383  2.510  -0.835  0.031
C  -0.881  3.027  0.341  -0.340
O  -1.235  4.201  0.255  -0.023
H  -1.238  -3.424  0.834  0.067
H  -0.587  -3.313  -0.650  0.047
H  -1.317  -1.901  -0.011  0.067
H  1.476  -2.751  0.443  0.118
H  0.824  -1.715  1.795  0.117
H  1.981  -0.943  -0.392  0.138
H  -0.033  0.525  1.134  0.101
H  1.580  1.234  0.514  0.172
H  -0.910  0.441  -1.432  0.084
H  0.840  0.853  -1.785  0.166
H  -0.680  2.883  -1.672  0.090
H  -0.871  2.550  1.382  0.147

Calculated values
molar mass	116.16	g mol⁻¹
E_HOMO	-9.2	eV
ΔE to the lowest compared entry with this formula, charge and spin	82.6	kcal/mol
SMILES	CCNCCNC=O
HOMO-LUMO gap	10.02	eV

***

No. 4
This record from OMol25 describes C19H27B2F2I2NO6S as an isolated structure at a distorted geometry. The level of theory is the ωB97M-V functional and the def2-TZVPD basis.

Last column: Löwdin charge in e.
Positions of all 60 atoms, in Å:
C  -1.581  2.183  -4.771  -0.061
C  -2.791  1.560  -4.032  -0.206
O  -2.436  0.907  -2.801  0.101
B  -2.278  -0.447  -2.890  -0.625
O  -3.331  -1.222  -3.371  0.180
N  -0.956  -1.063  -2.485  0.159
C  0.148  -0.475  -3.011  -0.077
C  1.415  -0.905  -2.701  -0.698
I  3.080  0.116  -3.521  0.919
C  1.581  -2.027  -1.828  -0.708
I  3.507  -2.745  -1.320  0.992
C  0.392  -2.613  -1.301  -0.514
S  0.623  -4.007  -0.178  0.782
C  -0.893  -2.114  -1.635  -0.149
C  -2.090  -2.776  -0.979  -0.123
C  -2.208  -2.382  0.531  -0.139
C  -2.566  -0.876  0.707  -0.350
C  -4.071  -0.682  1.084  -0.070
C  -1.710  -0.201  1.841  -0.154
C  -0.840  0.936  1.218  -0.186
C  0.513  1.023  1.980  -0.081
C  1.685  1.259  1.230  -0.303
C  2.068  2.671  0.831  -0.047
C  2.496  0.036  0.825  -0.084
H  -1.099  1.369  -5.353  0.078
H  -0.817  2.539  -4.060  0.088
H  -1.871  2.951  -5.499  0.088
H  -3.471  2.395  -3.781  0.130
H  -3.343  0.931  -4.748  0.126
H  -3.985  -1.201  -2.651  0.126
H  0.084  0.385  -3.680  0.101
H  0.347  -5.068  -0.991  -0.077
H  -1.877  -3.861  -0.981  0.101
H  -3.045  -2.665  -1.503  0.113
H  -1.278  -2.609  1.067  0.074
H  -3.042  -2.996  0.918  0.127
H  -2.404  -0.276  -0.211  0.104
H  -4.193  0.402  1.270  0.084
H  -4.739  -0.947  0.243  0.072
H  -4.333  -1.192  2.023  0.089
H  -2.383  0.264  2.577  0.112
H  -1.043  -0.927  2.339  0.109
H  -0.589  0.731  0.163  0.092
H  -1.407  1.895  1.268  0.111
H  0.515  0.877  3.071  0.116
H  2.476  2.725  -0.198  0.069
H  2.773  3.103  1.558  0.092
H  1.156  3.305  0.848  0.084
H  2.587  -0.652  1.695  0.089
H  3.502  0.281  0.450  0.073
H  1.871  -0.502  0.087  0.027
B  4.321  1.997  5.547  -1.039
O  4.742  2.542  4.223  0.220
C  4.730  1.556  3.352  -0.421
O  5.017  1.659  2.185  0.107
C  4.298  0.286  4.047  -0.419
O  4.181  -0.795  3.526  0.104
O  4.062  0.546  5.314  0.222
F  3.153  2.632  5.981  0.129
F  5.341  2.162  6.484  0.137

Calculated values
molar mass	710.92	g mol⁻¹
E_HOMO	-6.4	eV
HOMO-LUMO gap	3.82	eV